1.
This record from the OMol25 dataset describes a molecular structure, C53H40BrClN9O7PSTi at a distorted geometry. The level of theory is ωB97M-V/def2-TZVPD.

Last column: Mulliken charge in e.
Cartesian coordinates (Å):
Ti -1.399 -0.336 -0.292  -0.589
N -3.337 -3.924 1.706  -0.385
C -2.709 -3.077 0.782  0.299
S -3.675 -1.812 0.068  -0.632
N -1.466 -3.279 0.583  -0.758
N -0.872 -2.430 -0.386  1.577
C 0.354 -2.935 -0.753  -0.376
C 1.093 -3.816 0.210  -1.136
C 1.199 -5.189 0.021  0.417
C 1.890 -5.981 0.929  -0.862
C 2.482 -5.408 2.051  -0.572
C 2.376 -4.038 2.255  -0.689
C 1.690 -3.253 1.335  0.490
C 0.964 -2.687 -2.008  0.867
C 2.334 -3.021 -2.240  -1.216
C 2.929 -2.693 -3.431  -0.636
C 2.185 -2.047 -4.429  -0.835
C 0.842 -1.816 -4.159  -0.352
N 0.231 -2.123 -3.020  0.158
H -4.332 -4.000 1.586  0.246
H -2.849 -4.794 1.853  0.221
H 0.723 -5.637 -0.845  0.473
H 1.954 -7.052 0.772  0.401
H 3.018 -6.025 2.762  0.398
H 2.802 -3.586 3.143  0.426
H 1.582 -2.184 1.497  0.267
H 2.902 -3.517 -1.463  0.393
H 3.976 -2.926 -3.593  0.372
H 2.622 -1.758 -5.378  0.446
H 0.211 -1.363 -4.923  0.418
O -4.359 5.633 2.487  -0.524
C -4.004 4.710 1.557  0.150
O -4.710 4.533 0.612  -0.511
C -2.743 3.950 1.777  0.502
C -1.838 3.988 2.813  0.239
Cl -1.805 5.066 4.155  -0.374
N -0.870 3.080 2.575  0.550
N -1.112 2.451 1.417  1.172
C -2.207 2.946 0.925  0.144
C -2.700 2.307 -0.359  -0.503
O -2.965 2.986 -1.329  -0.730
O -2.784 0.998 -0.302  -0.515
C 0.251 2.579 3.343  0.028
C 1.158 1.769 2.667  1.140
C 2.252 1.254 3.343  -0.682
C 2.440 1.513 4.694  -0.852
C 1.505 2.282 5.367  -0.961
C 0.406 2.817 4.699  -0.997
H -3.730 5.644 3.219  0.306
H 0.972 1.511 1.633  0.167
H 2.956 0.629 2.803  0.475
H 3.292 1.099 5.221  0.422
H 1.607 2.460 6.430  0.364
H -0.322 3.379 5.259  0.421
N 0.327 0.302 -0.577  1.512
P 1.212 1.298 -1.394  1.639
C 1.354 2.963 -0.651  1.134
C 2.320 3.194 0.331  -0.822
C 2.334 4.385 1.048  -0.794
C 1.378 5.361 0.795  -0.747
C 0.418 5.146 -0.186  -0.824
C 0.408 3.958 -0.902  -0.269
C 0.775 1.578 -3.134  0.711
C -0.492 2.085 -3.439  -0.049
C -0.866 2.305 -4.755  -1.260
C 0.010 1.997 -5.790  -0.739
C 1.252 1.450 -5.500  -0.918
C 1.631 1.237 -4.180  -0.586
C 2.940 0.744 -1.408  -0.200
C 3.224 -0.444 -0.744  0.005
C 4.535 -0.907 -0.665  -0.504
C 5.560 -0.183 -1.252  -0.649
C 5.283 1.015 -1.911  -0.861
C 3.981 1.480 -1.982  -0.063
H 3.057 2.434 0.558  0.457
H 3.086 4.543 1.813  0.382
H 1.379 6.284 1.363  0.412
H -0.338 5.896 -0.387  0.476
H -0.361 3.814 -1.650  0.254
H -1.211 2.287 -2.658  -0.088
H -1.849 2.709 -4.968  0.505
H -0.281 2.170 -6.820  0.371
H 1.926 1.171 -6.302  0.405
H 2.585 0.770 -3.978  0.461
H 2.402 -1.000 -0.305  -0.711
H 4.744 -1.839 -0.152  0.458
H 6.580 -0.545 -1.200  0.408
H 6.086 1.587 -2.361  0.392
H 3.772 2.428 -2.468  0.526
O -1.702 -0.299 -2.247  0.670
N -2.835 -0.702 -2.803  0.081
C -3.013 -2.012 -2.998  0.218
C -4.181 -2.455 -3.586  -1.115
C -5.168 -1.548 -3.917  -0.230
C -4.957 -0.202 -3.671  -1.234
C -3.766 0.208 -3.112  0.155
H -2.171 -2.619 -2.695  0.196
H -4.308 -3.516 -3.743  0.451
H -6.103 -1.886 -4.348  0.379
H -5.705 0.543 -3.903  0.449
H -3.519 1.228 -2.852  0.264
Br -3.753 -3.480 6.639  -0.230
C -2.389 -2.804 5.503  -0.050
C -1.094 -3.270 5.648  -0.388
N -0.094 -2.848 4.872  -0.611
C -0.394 -1.962 3.915  -0.100
C -1.666 -1.442 3.721  0.155
C -2.690 -1.869 4.538  -0.534
C -1.949 -0.417 2.662  -0.329
O -2.775 0.441 2.881  -0.709
O -1.210 -0.523 1.576  1.277
H -0.855 -4.004 6.411  0.369
H 0.414 -1.642 3.272  0.578
H -3.688 -1.472 4.407  0.603

energy above the lowest of the compared OMol25 structures with the same formula, charge and spin: 136.85 kJ/mol
lowest unoccupied orbital energy (alpha / beta): 2.101 / 2.101 eV
2S+1: 2
frontier orbital gap (alpha / beta): 4.857 / 6.429 eV
molecular weight: 1141.22 g/mol
total charge: -1

2.
This record from the OMol25 dataset describes a gas-phase ion, C7H10N4OPS (charge +1) at a distorted geometry. The level of theory is ωB97M-V/def2-TZVPD.

Last column: natural (NBO) charge in e.
Cartesian coordinates (Å):
C 1.858 1.460 -1.480  0.229
C 0.633 0.871 -1.051  -0.274
C 0.346 0.992 0.381  0.047
C -0.117 0.155 -1.929  0.414
C -0.924 1.395 2.143  -0.255
C 0.382 1.198 2.909  -0.491
C 0.343 -2.344 0.010  -0.989
N 2.745 2.003 -1.922  -0.218
N -0.740 1.609 0.760  -0.385
N -1.300 -0.535 -1.459  -0.970
N 0.380 -0.406 -3.081  -0.792
O -2.506 -1.826 0.446  -0.892
P -1.268 -1.405 -0.108  2.179
S 1.412 0.345 1.641  0.247
H -1.439 0.362 2.090  0.175
H -1.624 2.062 2.692  0.252
H 0.825 2.097 3.142  0.227
H 0.467 0.593 3.779  0.253
H 1.132 -1.867 0.577  0.305
H 0.015 -3.224 0.658  0.303
H 0.698 -2.634 -1.000  0.303
H -2.236 -0.093 -1.742  0.484
H 1.184 -0.100 -3.650  0.440
H -0.265 -0.709 -3.805  0.407

energy above the lowest of the compared OMol25 structures with the same formula, charge and spin: 274.10 kJ/mol
lowest unoccupied orbital energy: -5.862 eV
frontier orbital gap: 6.956 eV
molecular weight: 229.23 g/mol
total charge: +1

Calculated total energy: -209163.056 -35544.428 (eV)